[1]
Formula: CuH38O19
Source: the Open Molecules 2025 dataset
Level of theory: wB97M-V/def2-TZVPD

The geometry in XYZ format:
```
58
CuH38O19, DFT wB97M-V/def2-TZVPD
O -3.419 -0.406 -1.212
H -3.156 2.398 -3.855
O 0.026 -1.781 4.857
H 3.572 0.540 4.837
O 1.193 -3.584 0.975
H 2.386 -0.747 0.464
O 1.698 1.722 0.056
O 1.778 -1.203 -0.118
H -0.173 2.844 -1.718
H -2.290 2.247 -2.623
O -1.425 -3.798 0.294
H -1.859 0.232 -5.397
H -1.856 2.949 1.897
H -1.558 3.038 0.416
H 2.901 -1.378 -3.090
H 2.358 1.741 -0.637
H 1.032 1.955 -5.025
H -2.127 -3.864 -0.353
H 0.331 -3.866 0.672
O 0.495 0.743 3.167
O -0.966 0.652 -1.645
H 1.303 0.831 3.673
O 2.455 -0.555 -2.890
H 3.884 2.235 -2.220
O -0.419 3.758 -1.858
H 0.137 -0.975 5.361
Cu -0.127 0.393 0.560
H -3.967 -0.154 0.528
H 3.146 -0.173 3.571
O -3.193 2.163 -2.928
H 1.696 -2.078 0.259
H -1.660 -3.038 0.826
H 3.458 0.784 -2.143
H 2.061 -0.698 -2.029
O 3.009 0.633 4.068
H 2.153 -3.418 2.852
H -1.854 -1.705 2.255
H -1.863 0.430 -1.395
H -3.717 -0.952 -1.939
O 3.825 1.495 -1.617
H 1.554 0.882 -4.093
H 0.399 4.192 -2.101
H -3.948 0.389 -1.276
O -1.490 2.449 1.167
O 2.375 -2.974 3.671
H -0.141 1.283 3.636
H -0.727 0.151 -4.395
O -1.121 -1.189 1.920
O 0.756 1.351 -4.336
H -3.972 1.191 1.224
H 2.104 2.185 0.788
H 1.740 -4.366 0.906
O -4.250 0.281 1.332
H 1.544 -2.617 3.983
H -0.672 -0.873 2.704
H -0.871 -2.059 5.045
O -1.651 -0.070 -4.513
H -0.898 0.382 -2.561
```

The value obtained for the HOMO energy is -11.6 eV. As for the net charge: +1. Its total energy is -3092.68187 Ha. The calculation puts the gap between HOMO and LUMO at 0.3306 Ha. The energy relative to the best compared isomer or geometry (same formula, charge and spin) comes out at 0.0 kJ/mol. For the LUMO energy, the calculation gives -2.58 eV.

***

[2]
Formula: C20H19N3O3S2Ti
Source: the Open Molecules 2025 dataset
Level of theory: wB97M-V/def2-TZVPD

The geometry in XYZ format:
```
48
C20H19N3O3S2Ti, DFT wB97M-V/def2-TZVPD
H -2.750 -1.911 -3.596
H 2.143 -1.923 1.168
C 2.433 -1.736 0.130
H -0.265 4.504 -2.967
N 6.672 -1.469 -2.118
N -0.423 0.969 1.045
S 0.164 3.053 -1.099
H -0.479 -1.698 3.935
H 3.552 -1.102 -3.499
C -3.484 -0.538 -0.913
H 0.738 2.405 -3.839
N -0.584 0.572 -0.251
C -1.579 -1.774 -1.769
C -0.585 -0.014 1.916
C -0.468 -0.398 5.639
C -0.493 0.921 6.069
C 3.231 -1.278 -2.480
O -2.624 -1.658 -0.745
C 4.198 -1.477 -1.485
H -0.503 2.980 5.457
C -0.501 1.686 3.775
C 1.892 -1.305 -2.154
C -0.504 1.948 5.142
H -4.514 -0.888 -1.081
C -2.077 -2.516 -2.977
H 1.159 -1.163 -2.942
O -0.494 2.736 2.934
C -0.659 3.535 -2.661
C 1.432 -1.515 -0.837
H -3.152 0.062 -1.768
H -2.633 -3.411 -2.661
C -0.332 2.433 -3.636
H -0.892 2.511 -4.564
H 4.524 -1.900 0.596
Ti -0.510 -1.308 -0.295
H -1.238 -2.820 -3.603
H -3.461 0.086 -0.009
C -0.517 0.345 3.334
O -0.829 -1.238 1.580
C 3.780 -1.726 -0.172
C 5.558 -1.460 -1.822
H -0.496 1.156 7.126
C -0.559 1.443 -1.225
H -1.732 3.602 -2.473
S -0.772 0.776 -2.858
H -0.426 -1.200 6.362
C -0.489 -0.676 4.288
H -0.454 2.377 2.008
```

The value obtained for the HOMO energy (spin up / spin down) is -2.2 / -3.7 eV. As for the net charge: -1. Its total energy is -2809.31638 Ha. The calculation puts the gap between HOMO and LUMO (spin up / spin down) at 0.1748 / 0.2268 Ha. As for the spin multiplicity: 2. The energy relative to the best compared isomer or geometry (same formula, charge and spin) comes out at 74.2 kJ/mol. For the LUMO energy (spin up / spin down), the calculation gives 2.53 / 2.50 eV.

***

[3]
Formula: C54H108N10O7
Source: the Open Molecules 2025 dataset
Level of theory: wB97M-V/def2-TZVPD

The geometry in XYZ format:
```
179
C54H108N10O7, DFT wB97M-V/def2-TZVPD
H -4.951 -16.243 5.800
H -6.588 -16.210 11.054
N -5.881 -11.348 17.494
H -4.510 -16.995 7.848
H 5.717 -13.980 12.874
H -8.967 -15.588 7.619
H -10.771 -14.968 15.066
H -8.501 -16.526 5.088
H 0.204 -21.098 4.657
H -10.227 -14.015 12.515
C -8.452 -13.153 16.281
H 5.623 -13.781 8.660
C -6.415 -16.610 22.678
O -3.310 -10.712 16.089
H -4.761 -16.293 20.555
H -1.517 -15.074 19.220
H 1.402 -11.560 12.636
H -9.104 -14.870 13.464
H 3.480 -13.460 19.355
H -2.665 -20.064 4.460
H -5.144 -10.859 17.008
C -0.443 -15.699 14.821
H -4.709 -15.543 16.399
N -1.033 -18.936 5.485
O 0.727 -15.483 15.108
H -11.659 -14.574 9.156
C 0.579 -18.213 7.192
H -5.365 -18.754 6.050
H -6.531 -17.692 22.743
N 1.773 -14.686 19.920
H 2.765 -11.461 20.114
C -1.679 -17.506 3.612
C -5.585 -18.177 5.151
C -7.410 -16.313 11.762
C 4.085 -15.228 13.741
H 3.267 -16.056 19.875
C -8.277 -16.963 6.061
C 5.095 -12.876 8.960
H -1.190 -16.910 5.597
C -1.745 -17.712 5.111
H -8.946 -16.407 10.157
H 1.307 -13.666 7.763
N -6.906 -16.584 6.492
H -8.292 -18.045 5.929
H -5.449 -15.418 8.304
C -2.623 -16.498 11.808
H -10.437 -13.781 10.155
C -1.080 -15.308 17.121
H -12.089 -15.988 11.465
H -3.520 -12.580 19.125
H 1.721 -16.645 19.126
H -3.995 -15.236 18.816
H 1.720 -12.173 21.282
H -2.004 -17.004 9.856
H -1.547 -18.813 7.539
H -0.723 -12.768 16.175
N -2.155 -11.804 14.380
H -1.147 -22.064 4.147
H 1.394 -18.342 6.480
H -2.224 -20.618 5.927
H -1.477 -12.541 14.247
C 2.772 -14.571 9.309
H 4.773 -13.810 10.881
H -0.540 -20.539 3.251
H -2.834 -11.584 13.666
H -7.580 -17.326 12.126
H 3.886 -14.764 17.777
N -7.745 -14.186 15.777
H 1.305 -15.263 7.816
H -6.485 -18.183 7.776
H 0.288 -17.174 7.348
O -7.477 -15.200 21.021
H 1.025 -12.859 10.546
H -9.005 -12.312 14.325
H -2.753 -17.604 5.511
H -7.013 -15.828 12.654
H -1.967 -16.488 3.348
C -0.700 -19.038 6.891
C 2.761 -13.632 20.156
C -3.300 -15.304 17.992
C -3.677 -15.408 16.686
H -5.378 -16.760 9.408
H 0.425 -16.969 20.931
C -2.337 -16.124 13.101
O 3.827 -16.198 13.068
C 2.927 -15.282 17.754
O -6.234 -12.930 18.980
H -2.420 -18.143 3.129
C 1.332 -15.036 21.365
H 5.822 -12.064 8.981
H -0.784 -15.643 21.124
H 3.224 -16.185 17.220
H -3.613 -10.894 18.567
H 3.410 -13.996 20.952
C -0.780 -21.039 4.190
H -7.243 -16.211 23.264
H -9.330 -11.228 15.558
C 1.442 -14.440 8.518
H 0.435 -16.824 10.315
H -3.631 -16.549 11.422
H 0.594 -14.512 9.199
H -1.911 -12.570 17.329
H 0.991 -14.170 21.933
C 2.056 -12.278 20.250
H 0.040 -16.243 22.523
O -4.590 -15.870 13.856
H 2.116 -15.371 22.045
H 1.784 -13.875 11.818
H -12.084 -14.700 13.792
C 2.270 -11.866 12.051
C -3.367 -15.930 14.155
N 3.281 -14.666 14.656
C -4.141 -11.685 19.100
C -5.868 -16.711 5.444
H -9.669 -17.098 7.707
C -1.481 -15.498 15.802
C -0.295 -16.573 11.070
C -9.326 -12.301 15.367
H 4.464 -12.012 10.853
H 1.043 -16.134 12.679
H 1.221 -12.127 19.566
C 5.543 -14.661 13.708
H 3.024 -12.032 12.821
H 2.822 -15.516 9.850
C 1.941 -13.074 11.096
C 4.363 -12.963 10.330
C -0.958 -15.924 13.413
C 0.006 -16.141 12.380
C -10.082 -14.982 12.997
H 2.550 -10.852 11.766
H -7.398 -17.075 8.493
C 0.170 -16.050 21.458
N -10.019 -15.915 11.892
H 3.589 -13.817 15.108
H -4.731 -18.272 4.480
N -5.756 -16.269 20.387
H 2.373 -15.098 14.749
C -5.483 -12.076 18.523
H 3.535 -14.956 8.632
H 6.288 -15.429 13.504
C -11.301 -14.446 10.178
H -10.119 -15.906 6.340
H -11.236 -16.296 14.106
C 2.409 -15.809 19.249
H -0.595 -11.259 16.945
H -0.020 -15.250 17.318
H 2.232 -14.628 17.228
C -1.760 -20.143 5.062
C -1.955 -15.172 18.238
H 0.922 -18.604 8.150
C -9.352 -16.368 6.962
C -6.591 -15.987 21.309
H -8.132 -14.820 15.093
H -6.464 -18.623 4.686
C -5.343 -16.502 8.349
C -11.167 -15.754 10.933
H -7.251 -14.656 16.523
H 4.452 -12.517 8.156
C -2.355 -11.407 15.643
C -1.339 -11.981 16.611
O -8.533 -12.914 17.454
H -6.053 -16.179 19.426
H -5.543 -16.314 23.260
H -0.712 -17.681 3.139
H -6.751 -11.485 17.000
H -11.208 -16.532 10.170
H -10.372 -12.599 15.426
C -8.762 -15.816 11.054
H -8.585 -14.775 10.784
C -1.658 -16.725 10.840
H -0.359 -20.059 7.061
H 5.933 -14.153 14.590
N 2.991 -13.302 10.020
H -6.147 -16.202 4.521
C -6.546 -17.095 7.813
C -2.836 -15.640 15.598
H -12.093 -13.876 10.663
C -11.164 -15.209 14.078
H -4.445 -11.265 20.059
```

The value obtained for the HOMO energy is -8.2 eV. As for the net charge: 0. Its total energy is -3196.41059 Ha. The calculation puts the gap between HOMO and LUMO at 0.2355 Ha. For the LUMO energy, the calculation gives -1.77 eV. Its SMILES is O=C1c2ccccc2C(=O)c2ccccc21.CCN(CC)CC.CCN(CC)CC.CCN(CC)CC.CCN(CC)CC.CCN(CC)CC.CC(N)=O.CC(N)=O.CC(N)=O.CC(N)=O.CC(N)=O.